C12H13N6NiS | the ωB97M-V functional and the def2-TZVPD basis

The geometry in XYZ format:
```
33
C12H13N6NiS the ωB97M-V functional and the def2-TZVPD basis
Ni -0.066 -0.058 0.343
N -4.269 0.103 0.265
C -2.964 -0.152 0.190
S -1.865 1.200 0.145
N -2.586 -1.414 0.124
N -1.256 -1.522 0.047
C -0.696 -2.665 -0.121
C 0.753 -2.637 -0.235
C 1.533 -3.755 -0.482
C 2.897 -3.589 -0.665
C 3.440 -2.315 -0.607
C 2.602 -1.248 -0.337
N 1.295 -1.403 -0.135
H -4.608 1.047 0.285
H -4.921 -0.663 0.228
H -1.279 -3.573 -0.216
H 1.071 -4.730 -0.548
H 3.527 -4.445 -0.865
H 4.495 -2.144 -0.766
H 2.979 -0.235 -0.274
N 2.931 2.982 4.830
C 2.281 2.312 3.862
C 2.764 1.095 3.351
C 2.069 0.456 2.359
N 0.921 0.912 1.822
C 0.454 2.075 2.325
C 1.080 2.787 3.312
H 3.781 2.626 5.229
H 2.568 3.842 5.198
H 3.672 0.654 3.736
H 2.433 -0.489 1.987
H -0.478 2.431 1.913
H 0.637 3.710 3.662
```

LUMO energy (spin up / spin down) = -3.898 / -3.789 eV
HOMO (spin up / spin down) = -11.3 / -11.3 eV
orbital gap (spin up / spin down) = 7.380 / 7.472 eV
charge = +1
2S+1 = 1
M = 332.04 g mol⁻¹

Atomic partial charges in e from the natural (NBO) method, atoms 1 to 5: Ni 1.0597; N -0.7500; C 0.3159; S -0.2859; N -0.4129